2 unconnected molecules or ions with the total composition C7H16Si2 at a distorted geometry, computed with wB97M-V/def2-TZVPD.

ΔE to the lowest compared entry with this formula, charge and spin, kcal/mol: 34.0
Calculated total energy, a.u.: -855.18176

```
25
Properties=species:S:1:pos:R:3:mulliken_charge:R:1
C -4.11796 1.11097 -0.78939 0.39
C -3.09792 0.50732 -0.62805 -0.76
C 3.12500 1.51975 -1.14693 -1.10
C 2.31485 -0.33806 1.18228 -1.18
C -1.88888 -0.75698 1.96359 -1.01
C -1.33796 -2.04029 -0.86820 -1.12
C 0.19897 1.26013 -0.30934 -0.94
Si 1.84023 0.29194 -0.54071 0.41
Si -1.72667 -0.38128 0.10430 0.42
H -4.98136 1.52890 -1.35596 0.35
H 3.23146 1.53155 -2.22323 0.32
H 2.89029 2.55608 -0.80933 0.28
H 4.03809 1.21745 -0.79774 0.39
H 2.50520 0.41702 1.85787 0.37
H 1.57707 -0.91944 1.72226 0.33
H 3.17295 -0.82580 0.99168 0.40
H -2.18339 0.10774 2.56112 0.31
H -2.47881 -1.62941 2.32684 0.37
H -0.92852 -1.05475 2.34190 0.26
H -1.01848 -2.93458 -0.25420 0.28
H -2.36805 -2.26252 -1.28225 0.32
H -0.71991 -1.94090 -1.70428 0.42
H 0.05318 1.76643 -1.29405 0.31
H 0.09124 2.06362 0.51054 0.35
H 1.80939 -0.79490 -1.55874 -0.15
```

=====

A molecular structure, C7H17Cl3N2O4Y2 at a distorted geometry, computed with wB97M-V/def2-TZVPD.

Calculated total energy, a.u.: -2143.00725
Charge: +4

```
35
Properties=species:S:1:pos:R:3:mulliken_charge:R:1
Y 0.72694 -3.62910 2.59905 1.93
Y 1.46977 -2.58708 -0.93602 1.85
O 0.55542 -1.92965 1.08356 0.11
H 0.35456 -0.97648 1.00316 0.14
O 1.36853 -4.34164 0.58207 -0.80
H 1.63291 -5.25293 0.80911 0.39
C -2.76909 -1.58745 1.23736 0.20
O -2.87348 -1.39973 2.44585 -0.56
N -3.38796 -0.82531 0.29659 0.04
C -2.80949 -0.65766 -1.01192 -0.53
C -4.38712 0.15490 0.69468 -0.88
H -2.03822 -2.29611 0.81260 0.20
H -2.03481 -1.42354 -1.11671 0.06
H -2.26409 0.29008 -1.01549 0.14
H -3.42894 -0.68385 -1.90709 0.37
H -4.91641 -0.02971 1.62507 0.33
H -3.86518 1.10862 0.82927 0.35
H -5.04037 0.35068 -0.15475 0.34
C 0.56546 0.84463 -1.19484 0.03
O 0.64077 -0.42446 -1.20393 -0.61
N 1.45355 1.63428 -1.76989 0.16
C 1.21539 3.08857 -1.75515 -0.97
C 2.83109 1.22470 -2.15191 -0.66
H -0.24674 1.43616 -0.75876 0.47
H 0.17361 3.38285 -1.60765 0.33
H 1.48738 3.60402 -2.67370 0.35
H 1.66707 3.46837 -0.83720 0.44
H 3.00869 0.17861 -1.89945 0.06
H 2.94103 1.31595 -3.23313 0.37
H 3.57232 1.87449 -1.68969 0.34
C 2.83933 0.74254 2.59177 0.64
Cl 4.29857 0.90359 1.55743 -0.08
Cl 1.56742 1.85253 2.02590 -0.08
Cl 3.23797 0.84354 4.31764 -0.03
H 2.45415 -0.25440 2.40616 -0.42
```

=====

C7H17ClNO3PS in the gas phase at a distorted geometry, computed with wB97M-V/def2-TZVPD.

Calculated total energy, a.u.: -1757.02620

```
31
Properties=species:S:1:pos:R:3:mulliken_charge:R:1
C 1.97486 -1.70100 0.94022 -0.71
C 2.92273 -0.53982 0.76846 0.29
O 3.93803 -0.47289 1.44607 -0.57
N 2.60942 0.48764 -0.17577 -0.11
C 2.75427 0.03231 -1.55720 -0.88
P 1.04809 1.32606 0.13924 0.38
C -0.58947 2.27462 0.50415 -1.19
C -1.88889 1.54945 0.14896 -0.62
C -2.04600 0.20900 0.88514 -0.06
C -2.94069 -0.81963 0.19751 -0.85
S -2.19648 -1.88760 -1.02594 1.10
O -3.26957 -2.58842 -1.66294 -0.57
O -1.16719 -2.67718 -0.42669 -0.50
Cl -1.40429 -0.66735 -2.46682 -0.20
H 2.40704 -2.40290 1.64111 0.39
H 1.02667 -1.37796 1.36382 0.12
H 1.76221 -2.23182 0.01645 0.31
H 3.32790 0.75509 -2.12895 0.25
H 1.79704 -0.11120 -2.07023 0.31
H 3.28834 -0.91187 -1.59217 0.39
H 0.32408 0.32302 -0.55408 -0.14
H 1.28327 1.18502 1.52699 0.05
H 1.55986 2.45017 -0.54213 -0.01
H -0.55697 3.18876 -0.08827 0.44
H -0.59459 2.59668 1.54467 0.47
H -2.70567 2.19060 0.47048 0.45
H -1.96371 1.43017 -0.92694 0.34
H -2.55775 0.44343 1.81530 0.39
H -1.08388 -0.20233 1.17230 -0.09
H -3.29387 -1.52070 0.94394 0.43
H -3.76479 -0.32935 -0.30666 0.38
```

=====

A molecular structure, C7H17MgOP at a distorted geometry, computed with wB97M-V/def2-TZVPD.

Calculated total energy, a.u.: -892.86095
Charge: +2

```
27
Properties=species:S:1:pos:R:3:mulliken_charge:R:1
C 2.74714 0.87691 0.17467 -1.35
C 2.12586 -0.36287 -0.50346 0.82
C 1.81399 -1.43800 0.54404 -1.57
C 0.88929 0.05434 -1.33735 -0.87
P -0.38913 -1.26760 -1.53565 0.05
C -1.71915 -0.88131 -0.30695 -0.21
C -2.19996 0.34228 0.55565 0.45
C -2.23060 1.70896 -0.09857 -1.30
O -1.46579 0.17288 1.84283 -0.57
H 2.29752 1.81151 -0.16994 0.35
H 2.63508 0.83776 1.26277 0.34
H 3.81707 0.96014 -0.01947 0.33
H 2.86926 -0.77332 -1.19052 0.32
H 2.71274 -1.70490 1.10364 0.46
H 1.42870 -2.35879 0.09758 0.50
H 1.09790 -1.04898 1.28999 0.12
H 0.44111 0.95800 -0.91382 0.30
H 1.16687 0.30819 -2.36586 0.47
H -1.11643 -0.98321 -2.71321 0.12
H -2.62383 -1.37012 -0.69003 0.27
H -1.27149 -1.35127 0.61153 -0.22
H -3.22404 0.06468 0.87235 0.36
H -1.54896 2.40748 0.39730 0.36
H -1.93561 1.63757 -1.14524 0.37
H -3.22872 2.14216 -0.03937 0.35
H -0.96581 0.93644 2.15899 0.36
Mg -2.12302 -1.67892 2.11811 1.39
```

=====

3 unconnected molecules or ions with the total composition C7H17N at a distorted geometry, computed with wB97M-V/def2-TZVPD.

ΔE to the lowest compared entry with this formula, charge and spin, kcal/mol: 88.7
Calculated total energy, a.u.: -331.52949

```
25
Properties=species:S:1:pos:R:3:mulliken_charge:R:1
C -0.94773 -0.06326 -0.24259 0.18
C 1.59701 0.40280 -0.71357 -0.02
C 0.13495 -0.93318 0.00770 0.17
C -1.22722 1.18118 0.55013 -1.34
C 1.28547 1.08330 -2.02193 -1.36
C -2.41322 -1.48038 0.34029 -1.23
C 0.58127 -1.32121 1.39226 -1.56
N 2.08470 1.30362 0.27090 -0.55
H -1.22283 0.02930 -1.29053 0.32
H 2.30937 -0.41122 -0.84696 0.40
H 0.21944 -1.74833 -0.70858 0.40
H 2.36086 0.84875 1.13281 0.30
H 1.44560 2.06184 0.47971 0.24
H -0.83440 1.13444 1.56587 0.23
H -2.30622 1.34375 0.61756 0.41
H -0.81166 2.06096 0.04952 0.28
H 0.90315 0.36750 -2.75249 0.31
H 2.18174 1.55051 -2.45502 0.38
H 0.54466 1.88114 -1.90203 0.28
H 0.41815 -0.52841 2.12326 0.26
H 0.04170 -2.21042 1.72726 0.38
H -2.21778 -2.50013 0.01115 0.37
H -2.47950 -1.40982 1.42515 0.32
H -3.29458 -1.07002 -0.15172 0.39
H 1.64706 -1.57271 1.39185 0.42
```

=====

A molecular structure, C7H17N at a distorted geometry, computed with wB97M-V/def2-TZVPD.

ΔE to the lowest compared entry with this formula, charge and spin, kcal/mol: 86.1
<S²>: 0.76
Calculated total energy, a.u.: -331.21746
2S+1: 2
Charge: +1

```
25
Properties=species:S:1:pos:R:3:mulliken_spin:R:1
C -2.99205 -0.86482 0.19616 0.01
N -0.04071 -0.08712 0.70790 0.87
C 0.15227 -0.06793 -0.68963 -0.06
C 1.42206 -0.31705 0.76208 -0.04
C 2.16472 -1.60761 0.33480 0.04
C 2.38715 0.98389 0.57373 0.08
C 0.26217 1.19984 -1.51232 0.07
C -3.22149 0.65968 -0.09786 0.00
H -1.92878 -1.01785 0.47116 0.00
H -3.11448 -1.35681 -0.79626 0.00
H -3.66362 -1.35130 0.88888 0.00
H 0.27761 -0.97261 -1.31436 0.04
H 1.59136 -0.40337 1.84463 0.00
H 3.04394 -1.63972 0.98667 0.00
H 1.55349 -2.49170 0.62909 0.00
H 2.41700 -1.71038 -0.72661 0.00
H 1.83292 1.90849 0.87808 -0.01
H 3.33058 0.90553 1.14818 0.00
H 2.74127 1.12245 -0.48024 0.01
H 1.23550 1.31402 -2.05009 -0.01
H -0.54338 1.24387 -2.26951 0.00
H 0.12970 2.05369 -0.82989 0.00
H -4.24150 0.92061 -0.41775 0.00
H -2.86984 1.33744 0.66478 0.00
H -2.55576 0.83157 -0.98383 0.00
```